(1)
{"formula": "C5H8O", "method": "ωB97M-V/def2-TZVPD", "smiles": "C=C[C@H](C)C=O", "total_energy_ha": -270.51670, "relative_energy_kj_mol": 108.1, "homo_energy_ev": -9.7, "total_charge": 0, "gap_ev": 10.767, "elements": ["H", "C", "C", "H", "C", "H", "H", "C", "H", "C", "H", "H", "H", "O"], "xyz": [[-1.645, -1.066, 0.609], [-0.418, 1.216, 0.827], [-0.561, -0.310, -1.039], [-2.246, -1.590, -1.063], [-1.531, -1.024, -0.473], [2.264, 0.402, 0.902], [-0.471, -0.281, -2.124], [1.574, -0.266, 0.375], [2.133, -0.804, -0.397], [0.420, 0.530, -0.235], [-1.138, 1.965, 0.431], [1.193, -0.990, 1.100], [0.817, 1.313, -0.896], [-0.391, 0.942, 2.003]], "nbo_charge": [0.204, 0.454, -0.171, 0.207, -0.387, 0.217, 0.207, -0.597, 0.212, -0.376, 0.114, 0.224, 0.222, -0.530]}

=====

(2)
{"formula": "C5H8O", "method": "ωB97M-V/def2-TZVPD", "total_energy_ha": -270.36899, "relative_energy_kj_mol": 496.0, "homo_energy_ev": -9.1, "total_charge": 0, "gap_ev": 10.053, "elements": ["H", "C", "H", "H", "C", "C", "C", "C", "H", "H", "H", "H", "H", "O"], "xyz": [[2.147, 1.380, -0.026], [0.591, -0.193, -0.221], [-0.160, 0.818, -2.038], [1.562, 0.191, -2.183], [-0.799, -0.368, 0.214], [0.761, 0.535, -1.538], [1.101, 1.231, -0.271], [-1.111, -1.553, 1.043], [1.322, -0.964, 0.031], [-0.374, -2.355, 1.099], [0.432, 2.010, 0.086], [-1.194, 0.319, 1.273], [-2.138, -1.910, 1.100], [-0.805, -0.526, 1.982]], "nbo_charge": [0.220, -0.327, 0.226, 0.221, -0.054, -0.390, -0.394, -0.138, 0.213, 0.183, 0.222, 0.418, 0.180, -0.581]}

=====

(3)
{"formula": "C5H8O", "method": "ωB97M-V/def2-TZVPD", "total_energy_ha": -270.32852, "relative_energy_kj_mol": 602.2, "homo_energy_ev": -9.1, "total_charge": 0, "gap_ev": 10.077, "elements": ["H", "H", "C", "H", "O", "C", "H", "H", "C", "H", "H", "C", "H", "C"], "xyz": [[0.321, 1.224, -1.875], [1.348, -0.777, 1.538], [0.620, -0.760, 0.645], [-2.546, -0.211, 0.685], [-0.531, -0.685, -1.419], [0.403, 0.360, -1.201], [-2.351, 1.096, -0.497], [0.555, -1.830, 0.433], [1.602, -0.091, -0.219], [2.537, -0.884, 0.487], [-1.650, 1.250, 1.137], [-0.566, -0.053, -0.144], [2.112, 0.804, 0.112], [-1.854, 0.556, 0.317]], "nbo_charge": [0.208, 0.235, -0.494, 0.226, -0.481, 0.045, 0.227, 0.217, -0.363, 0.148, 0.223, 0.243, 0.201, -0.636]}

=====

(4)
{"formula": "C5H8O", "method": "ωB97M-V/def2-TZVPD", "smiles": "C[C@H]1C[C@H]1C=O", "total_energy_ha": -270.51389, "relative_energy_kj_mol": 115.5, "homo_energy_ev": -9.7, "total_charge": 0, "gap_ev": 10.716, "elements": ["H", "O", "H", "C", "H", "H", "H", "C", "C", "C", "C", "H", "H", "H"], "xyz": [[-0.888, 1.099, -1.260], [2.882, -0.756, -0.249], [1.199, -1.423, 0.648], [0.926, 0.595, -0.171], [-2.404, -0.548, -0.249], [-1.080, -1.443, 0.501], [-1.291, -1.476, -1.274], [-0.558, 0.435, -0.462], [-1.356, -0.846, -0.380], [-0.120, 1.054, 0.818], [1.735, -0.611, 0.106], [1.451, 1.364, -0.731], [-0.282, 2.111, 0.988], [-0.212, 0.445, 1.715]], "nbo_charge": [0.222, -0.525, 0.101, -0.343, 0.218, 0.206, 0.216, -0.200, -0.611, -0.399, 0.438, 0.237, 0.228, 0.214]}

=====

(5)
{"formula": "C5H8O2", "method": "ωB97M-V/def2-TZVPD", "multiplicity": 2, "total_energy_ha": -345.73264, "relative_energy_kj_mol": 40.4, "homo_energy_ev": [0.3, -3.3], "total_charge": -1, "gap_ev": [3.972, 7.406], "elements": ["C", "C", "O", "H", "H", "H", "H", "H", "C", "C", "H", "O", "H", "H", "C"], "xyz": [[1.611, -0.603, -0.818], [-0.827, 0.562, 0.985], [1.783, -1.020, 0.377], [-1.839, 0.969, 1.088], [1.194, 1.506, -1.023], [-1.100, -0.484, -0.833], [-0.066, 1.133, 1.514], [-1.365, 1.203, -1.053], [0.699, 0.532, -1.214], [-0.632, -0.817, 1.633], [1.944, -1.223, -1.687], [-0.183, -0.920, 2.748], [0.471, 0.375, -2.273], [-0.995, -1.713, 1.105], [-0.696, 0.499, -0.547]], "mulliken_spin": [0.563, -0.042, 0.243, -0.008, 0.024, -0.012, -0.012, -0.055, -0.013, 0.021, 0.020, 0.016, 0.010, 0.003, 0.242]}

=====

(6)
{"formula": "C5H8O2", "method": "ωB97M-V/def2-TZVPD", "smiles": "O=CCC1(O)CC1", "total_energy_ha": -345.75336, "relative_energy_kj_mol": 135.5, "homo_energy_ev": -9.8, "total_charge": 0, "gap_ev": 10.725, "elements": ["H", "C", "O", "C", "H", "C", "H", "H", "O", "H", "H", "H", "C", "H", "C"], "xyz": [[-1.309, 1.558, 0.738], [-1.335, 0.883, -0.114], [0.097, -0.581, -1.514], [-0.297, -0.198, -0.232], [-1.676, 1.326, -1.045], [-1.697, -0.564, 0.125], [0.929, -1.391, 1.105], [0.785, 0.052, -1.773], [2.327, 0.816, -0.632], [0.511, 0.191, 1.743], [2.971, -0.028, 1.075], [-1.906, -0.888, 1.141], [2.128, 0.192, 0.387], [-2.266, -1.072, -0.649], [0.786, -0.339, 0.820]], "nbo_charge": [0.211, -0.441, -0.707, 0.230, 0.228, -0.428, 0.235, 0.490, -0.545, 0.240, 0.114, 0.211, 0.460, 0.232, -0.531]}

=====

(7)
{"formula": "C5H8O2", "method": "ωB97M-V/def2-TZVPD", "total_energy_ha": -345.62360, "relative_energy_kj_mol": 476.1, "homo_energy_ev": -8.6, "total_charge": 0, "gap_ev": 9.003, "elements": ["H", "O", "C", "H", "H", "C", "H", "O", "H", "H", "H", "C", "C", "C", "H"], "xyz": [[0.691, -0.285, 2.044], [1.326, 0.697, -1.056], [-1.207, -0.198, 0.825], [1.444, -1.023, -0.074], [-1.083, 0.049, -1.382], [2.382, 0.047, -1.511], [-1.886, 1.558, 0.420], [-2.214, 0.774, 0.881], [-1.570, -1.054, 1.394], [0.316, 1.339, 1.411], [-0.802, -1.634, -0.888], [0.219, 0.267, 1.227], [0.723, -0.208, -0.122], [-0.687, -0.590, -0.583], [2.348, 0.259, -2.584]], "nbo_charge": [0.226, -0.487, 0.113, 0.219, 0.225, 0.108, 0.461, -0.694, 0.182, 0.225, 0.221, -0.473, 0.072, -0.464, 0.064]}

=====

(8)
{"formula": "C5H8O2", "method": "ωB97M-V/def2-TZVPD", "total_energy_ha": -345.64200, "relative_energy_kj_mol": 427.8, "homo_energy_ev": -8.7, "total_charge": 0, "gap_ev": 9.335, "elements": ["C", "O", "C", "C", "H", "H", "H", "H", "H", "H", "H", "H", "C", "O", "C"], "xyz": [[0.216, 0.949, 0.017], [-1.097, -0.362, 1.624], [-0.033, 1.784, -2.211], [-0.218, -1.604, -0.306], [2.048, -0.191, 0.472], [-1.205, -1.706, -0.775], [-0.793, 2.356, -1.599], [1.289, 0.620, 1.943], [-1.974, -0.425, 1.222], [0.522, -1.556, -1.108], [-0.302, 1.844, 0.353], [-0.032, -2.497, 0.296], [-0.160, -0.388, 0.585], [0.564, 0.991, -1.370], [1.160, 0.230, 0.935]], "nbo_charge": [0.033, -0.691, 0.132, -0.633, 0.235, 0.210, 0.030, 0.241, 0.471, 0.234, 0.207, 0.225, 0.219, -0.465, -0.449]}